No. 1
The following is a DFT calculation (wB97M-V/def2-TZVPD) of C9H15N3O4 in the gas phase at a distorted geometry.

Results
Frontier orbital gap in eV: 9.91
Charge: 0
Energy relative to the best compared isomer or geometry (same formula, charge and spin) in kJ/mol: 0.0
Maximum force in Eh/bohr: 0.050
HOMO level in Eh: -0.3514
Structure (SMILES): NC(=O)C[C@H](NC(=O)[C@@H]1CCCN1)C(=O)O

Last column: Mulliken charge in e.
Element x y z (Å)
N1 2.43 -2.77 2.63  -0.287
C1 1.09 -2.62 2.40  0.176
O1 0.22 -3.13 3.07  -0.631
C2 0.65 -1.67 1.23  -0.058
C3 1.70 -0.69 0.70  -0.324
N2 1.09 0.48 0.07  -0.199
C4 0.12 0.47 -0.89  0.477
O2 -0.11 -0.54 -1.59  -0.777
C5 -0.58 1.77 -1.13  -0.153
C6 -1.59 2.07 0.04  -0.602
C7 -2.94 2.37 -0.64  -0.579
C8 -2.83 1.48 -1.85  -0.466
N3 -1.43 1.78 -2.31  -0.566
C9 2.66 -1.41 -0.28  0.469
O3 3.72 -1.79 0.10  -0.630
O4 2.25 -1.64 -1.52  -0.529
H1 2.70 -3.46 3.35  0.261
H2 3.10 -2.50 1.93  0.208
H3 0.19 -2.31 0.42  0.265
H4 -0.23 -1.16 1.69  0.212
H5 2.39 -0.34 1.48  0.397
H6 1.13 1.36 0.58  0.353
H7 0.11 2.64 -1.18  0.427
H8 -1.37 2.96 0.64  0.350
H9 -1.61 1.21 0.71  0.232
H10 -2.90 3.44 -0.87  0.295
H11 -3.82 2.09 -0.04  0.326
H12 -3.51 1.73 -2.67  0.364
H13 -2.94 0.42 -1.55  0.224
H14 -1.00 1.09 -2.90  0.328
H15 1.31 -1.33 -1.63  0.437

No. 2
The following is a DFT calculation (wB97M-V/def2-TZVPD) of a gas-phase ion, C9H15N4 (charge +1) at a distorted geometry.

Results
Frontier orbital gap in eV: 10.09
Charge: +1
Energy relative to the best compared isomer or geometry (same formula, charge and spin) in kJ/mol: 354.6
Maximum force in Eh/bohr: 0.091
HOMO level in Eh: -0.4671

Last column: Mulliken charge in e.
Element x y z (Å)
C1 -1.14 -1.17 1.56  -0.617
C2 -0.30 -0.23 1.07  -0.253
C3 -0.84 -1.77 -0.47  -0.247
C4 -0.11 -2.75 -2.16  0.322
C5 0.24 -1.57 -2.96  -0.543
C6 1.20 -0.58 -2.10  -0.786
C7 0.84 1.24 2.83  -1.546
C8 -0.35 2.18 0.67  -1.275
C9 0.44 1.09 1.32  0.842
N1 0.00 -3.90 -1.93  -0.275
N2 -0.15 -0.60 -0.26  0.278
N3 -1.51 -2.07 0.61  -0.038
N4 0.39 0.21 -1.28  -0.304
H1 -1.42 -1.26 2.60  0.431
H2 0.95 -1.86 -3.75  0.370
H3 -0.57 -0.99 -3.33  0.355
H4 1.72 -1.19 -1.39  0.458
H5 1.86 0.05 -2.81  0.370
H6 1.63 1.86 3.06  0.417
H7 0.98 0.21 3.22  0.359
H8 -0.06 1.61 3.26  0.393
H9 0.42 2.89 0.31  0.301
H10 -0.92 2.81 1.39  0.408
H11 -1.02 1.82 -0.10  0.357
H12 1.29 0.89 0.59  0.313
H13 0.33 -4.85 -2.22  0.333
H14 -1.86 -3.02 0.95  0.355
H15 -0.31 0.77 -1.72  0.224

No. 3
The following is a DFT calculation (wB97M-V/def2-TZVPD) of a gas-phase ion, C9H15N4 (charge +1) at a distorted geometry.

Results
Frontier orbital gap (alpha / beta) in eV: 7.74 / 7.74
Charge: +1
Energy relative to the best compared isomer or geometry (same formula, charge and spin) in kJ/mol: 342.2
Maximum force in Eh/bohr: 0.110
HOMO level (alpha / beta) in Eh: -0.3869 / -0.3869
Structure (SMILES): C[NH2+]/C=N/N[C@H]1C=CC=C/C1=C\N

Last column: Mulliken charge in e.
Element x y z (Å)
C1 -3.21 1.08 1.01  -0.807
N1 -2.79 0.20 -0.13  -0.097
C2 -1.24 0.22 -0.26  -0.153
N2 -0.95 0.62 -1.39  -0.389
N3 0.22 0.83 -1.87  -0.126
C3 1.56 0.32 -1.23  0.596
C4 2.17 1.57 -0.59  -1.125
C5 2.39 1.61 0.76  -0.258
C6 2.19 0.51 1.65  -0.948
C7 1.62 -0.60 1.14  0.075
C8 1.28 -0.76 -0.26  -0.529
C9 0.77 -1.97 -0.71  0.020
N4 0.26 -2.95 0.06  -0.416
H1 -2.54 0.73 1.85  0.322
H2 -3.19 2.10 0.95  0.350
H3 -4.35 0.95 1.08  0.341
H4 -3.16 0.52 -1.07  0.365
H5 -3.20 -0.70 0.11  0.383
H6 -0.76 -0.29 0.65  0.367
H7 0.24 1.07 -2.87  0.272
H8 2.27 0.05 -2.01  0.370
H9 2.42 2.22 -1.31  0.519
H10 2.84 2.53 1.20  0.340
H11 2.44 0.65 2.67  0.476
H12 1.35 -1.54 1.66  0.150
H13 0.51 -2.18 -1.76  0.369
H14 0.31 -3.90 -0.38  0.275
H15 0.55 -2.90 1.07  0.257

No. 4
The following is a DFT calculation (wB97M-V/def2-TZVPD) of C9H15O3PS in the gas phase at a distorted geometry.

Results
Frontier orbital gap (alpha / beta) in eV: 7.79 / 5.98
Charge: 0
Energy relative to the best compared isomer or geometry (same formula, charge and spin) in kJ/mol: 130.4
Maximum force in Eh/bohr: 0.059
HOMO level (alpha / beta) in Eh: -0.3103 / -0.2597

Last column: Mulliken charge in e.
Element x y z (Å)
C1 1.79 0.75 0.42  0.294
C2 -0.84 -0.38 0.56  -0.311
C3 2.71 2.28 -1.21  -0.860
C4 2.03 1.98 -0.06  -0.153
C5 -0.22 -1.41 -0.38  1.828
C6 -0.13 -0.80 -1.78  -1.730
C7 -1.18 -2.59 -0.36  -1.860
C8 -1.30 -0.41 2.97  -0.666
C9 -1.53 2.05 -0.61  -0.686
O1 3.42 -1.60 0.74  -0.672
O2 1.04 -1.79 0.17  -0.379
O3 -0.50 -0.65 1.83  -0.116
P1 2.36 -0.86 0.09  0.472
S1 -2.23 0.48 0.10  -0.069
H1 2.90 3.39 -1.48  0.246
H2 3.09 1.48 -1.84  0.290
H3 1.76 2.83 0.54  0.405
H4 0.63 -1.45 -2.14  0.656
H5 0.22 0.28 -1.57  0.226
H6 -1.05 -0.89 -2.34  0.306
H7 -2.00 -2.24 -0.94  0.443
H8 -1.24 -2.93 0.68  0.375
H9 -0.73 -3.35 -0.95  0.463
H10 -0.52 -0.12 3.78  0.225
H11 -1.92 -1.39 3.21  0.223
H12 -2.12 0.43 2.83  0.294
H13 -2.36 2.69 -0.89  0.426
H14 -1.28 1.66 -1.57  0.233
H15 -0.82 2.55 0.20  0.095

No. 5
The following is a DFT calculation (wB97M-V/def2-TZVPD) of a gas-phase ion, C9H16BFN3O5S (charge +1) at a distorted geometry.

Results
Frontier orbital gap in eV: 9.42
Charge: +1
Maximum force in Eh/bohr: 0.103
HOMO level in Eh: -0.5083
Structure (SMILES): CCCOCc1nn(S(=O)(=O)F)c(CC=O)[n+]1B(C)O

Last column: Mulliken charge in e.
Element x y z (Å)
C1 3.05 -1.05 0.03  -0.786
C2 3.41 0.50 0.09  -0.281
C3 2.87 1.31 -1.16  -0.529
O1 1.61 1.93 -0.84  -0.306
C4 0.58 1.60 -1.75  -0.940
C5 -0.30 0.42 -1.28  0.716
N1 -0.66 -0.69 -1.89  -0.869
N2 -1.48 -1.43 -1.12  0.601
S1 -2.21 -2.93 -1.53  1.139
O2 -1.33 -3.99 -1.18  -0.492
O3 -3.52 -3.02 -0.94  -0.517
F1 -2.43 -3.01 -3.12  -0.176
C6 -1.64 -0.76 0.09  0.095
C7 -2.43 -1.15 1.35  -0.789
C8 -1.37 -1.74 2.38  0.075
O4 -1.68 -2.42 3.30  -0.401
N3 -0.94 0.38 -0.01  0.708
B1 -0.89 1.44 1.11  0.299
C9 -2.05 2.54 1.08  -0.816
O5 0.14 1.40 2.03  -0.578
H1 4.00 -1.60 0.25  0.334
H2 2.70 -1.38 -0.97  0.265
H3 2.33 -1.34 0.83  0.037
H4 4.52 0.62 0.10  0.402
H5 3.02 0.91 1.06  0.123
H6 3.61 2.14 -1.31  0.296
H7 2.86 0.70 -2.09  0.362
H8 -0.10 2.50 -1.80  0.384
H9 0.94 1.46 -2.80  0.408
H10 -3.16 -1.98 1.17  0.377
H11 -2.99 -0.30 1.82  0.251
H12 -0.27 -1.54 2.19  0.362
H13 -1.83 3.40 1.75  0.279
H14 -3.03 2.06 1.33  0.320
H15 -2.13 2.90 0.02  0.314
H16 0.79 2.11 1.81  0.333

No. 6
The following is a DFT calculation (wB97M-V/def2-TZVPD) of a molecular structure, C9H16BaNOSSe2SiTe2 at a distorted geometry.

Results
Frontier orbital gap in eV: 6.10
Charge: -1
Energy relative to the best compared isomer or geometry (same formula, charge and spin) in kJ/mol: 0.0
Maximum force in Eh/bohr: 0.040
HOMO level in Eh: -0.1406

Last column: Mulliken charge in e.
Element x y z (Å)
Ba1 3.06 -0.35 0.73  1.778
C1 -2.33 1.82 1.79  -1.071
Si1 -2.58 0.81 0.19  0.166
C2 -4.39 0.18 0.22  -1.141
C3 -2.41 1.86 -1.39  -1.064
C4 -1.44 -0.69 0.18  0.243
C5 -1.89 -1.99 0.22  -0.030
C6 -0.98 -3.05 0.28  -0.695
C7 0.36 -2.74 0.32  -0.522
N1 0.83 -1.50 0.29  -0.663
C8 -0.04 -0.48 0.20  0.634
S1 0.58 1.09 0.10  -0.726
H1 -3.11 2.57 1.91  0.336
H2 -1.38 2.33 1.77  0.324
H3 -2.35 1.17 2.66  0.333
H4 -5.06 1.02 0.23  0.295
H5 -4.60 -0.42 1.11  0.309
H6 -4.63 -0.42 -0.65  0.316
H7 -3.22 2.57 -1.46  0.323
H8 -2.42 1.24 -2.28  0.335
H9 -1.48 2.41 -1.38  0.315
H10 -2.95 -2.18 0.21  0.360
H11 -1.30 -4.08 0.30  0.360
H12 1.10 -3.52 0.39  0.378
Se1 3.46 -0.65 3.81  -0.779
Te1 5.70 0.48 3.66  -0.153
Te2 7.02 -1.21 2.05  -0.116
Se2 6.32 -0.35 -0.21  -0.745
C9 3.16 0.94 -2.70  -0.582
O1 3.38 -0.24 -1.96  -0.456
H13 3.38 0.78 -3.76  0.276
H14 3.77 1.77 -2.33  0.299
H15 2.10 1.20 -2.59  0.217
H16 4.34 -0.38 -1.94  0.145

Copy entry 3 word for word.
The following is a DFT calculation (wB97M-V/def2-TZVPD) of a gas-phase ion, C9H15N4 (charge +1) at a distorted geometry.

Results
Frontier orbital gap (alpha / beta) in eV: 7.74 / 7.74
Charge: +1
Energy relative to the best compared isomer or geometry (same formula, charge and spin) in kJ/mol: 342.2
Maximum force in Eh/bohr: 0.110
HOMO level (alpha / beta) in Eh: -0.3869 / -0.3869
Structure (SMILES): C[NH2+]/C=N/N[C@H]1C=CC=C/C1=C\N

Last column: Mulliken charge in e.
Element x y z (Å)
C1 -3.21 1.08 1.01  -0.807
N1 -2.79 0.20 -0.13  -0.097
C2 -1.24 0.22 -0.26  -0.153
N2 -0.95 0.62 -1.39  -0.389
N3 0.22 0.83 -1.87  -0.126
C3 1.56 0.32 -1.23  0.596
C4 2.17 1.57 -0.59  -1.125
C5 2.39 1.61 0.76  -0.258
C6 2.19 0.51 1.65  -0.948
C7 1.62 -0.60 1.14  0.075
C8 1.28 -0.76 -0.26  -0.529
C9 0.77 -1.97 -0.71  0.020
N4 0.26 -2.95 0.06  -0.416
H1 -2.54 0.73 1.85  0.322
H2 -3.19 2.10 0.95  0.350
H3 -4.35 0.95 1.08  0.341
H4 -3.16 0.52 -1.07  0.365
H5 -3.20 -0.70 0.11  0.383
H6 -0.76 -0.29 0.65  0.367
H7 0.24 1.07 -2.87  0.272
H8 2.27 0.05 -2.01  0.370
H9 2.42 2.22 -1.31  0.519
H10 2.84 2.53 1.20  0.340
H11 2.44 0.65 2.67  0.476
H12 1.35 -1.54 1.66  0.150
H13 0.51 -2.18 -1.76  0.369
H14 0.31 -3.90 -0.38  0.275
H15 0.55 -2.90 1.07  0.257